Entry 1:
This record from the OMol25 dataset describes a structure of composition H26O13 in a non-equilibrium geometry. The level of theory is ωB97M-V/def2-TZVPD.

```
! wB97M-V def2-TZVPD RIJCOSX def2/J DEFGRID3
* xyz 0 1
H -1.53 0.12 -0.51
H -0.04 0.25 -0.78
H -2.02 3.87 0.50
H -2.45 2.99 -0.67
H 2.86 0.21 2.36
H 3.85 -0.02 1.23
H 1.58 -1.90 -2.90
H 1.88 -3.35 -3.24
H 1.18 1.86 -1.37
H 0.06 2.77 -0.89
H 2.36 2.45 1.96
H 2.66 2.64 3.44
H -4.75 -1.84 -3.28
H -4.90 -0.76 -2.21
H 1.94 -1.77 1.60
H 0.72 -1.77 2.50
H 1.49 -3.47 -0.72
H 1.04 -4.91 -0.61
H -3.27 1.11 -0.21
H -4.65 1.69 -0.46
H 3.58 0.84 -2.50
H 2.72 1.92 -1.85
H -1.17 -1.87 1.39
H -0.41 -0.73 0.74
H -0.61 0.03 3.39
H -1.96 -0.21 4.04
O -0.85 0.76 -0.77
O -2.00 3.82 -0.47
O 2.97 0.33 1.41
O 1.84 -2.47 -3.63
O 0.22 1.99 -1.43
O 2.56 1.96 2.76
O -4.92 -1.72 -2.33
O 1.52 -1.27 2.31
O 1.19 -4.12 -0.08
O -3.90 1.29 -0.91
O 3.35 1.22 -1.64
O -0.62 -1.66 0.63
O -1.50 -0.28 3.20
*
```

Values from the calculation:
- Kohn-Sham gap: 0.3332 hartree
- Molar mass: 234.19 g/mol
- LUMO energy: 0.03 eV
- F_max: 0.17836 Eh/bohr
- E_tot: -27035.2128 eV
- Highest occupied orbital energy: -0.332 Eh

Entry 2:
This record from the OMol25 dataset describes an isolated molecule of C4H5ClO in a non-equilibrium geometry. The level of theory is ωB97M-V/def2-TZVPD.

```
! wB97M-V def2-TZVPD RIJCOSX def2/J DEFGRID3
* xyz 0 1
C -1.07 0.87 -0.91
C -0.58 0.77 0.34
C 0.83 0.05 0.45
Cl 1.35 0.19 2.08
C 0.56 -1.37 0.10
O 1.12 -1.96 -0.82
H -0.39 0.63 -1.73
H -2.07 1.22 -1.20
H -1.09 1.06 1.21
H 1.56 0.46 -0.16
H -0.21 -1.92 0.64
*
```

Values from the calculation:
- Kohn-Sham gap: 0.3948 hartree
- Molar mass: 104.54 g/mol
- LUMO energy: 0.62 eV
- F_max: 0.06648 Eh/bohr
- E_tot: -18797.4722 eV
- Highest occupied orbital energy: -0.372 Eh

Entry 3:
This record from the OMol25 dataset describes an isolated molecule of C5H9I in a non-equilibrium geometry. The level of theory is ωB97M-V/def2-TZVPD.

```
! wB97M-V def2-TZVPD RIJCOSX def2/J DEFGRID3
* xyz 0 1
C 1.03 -2.19 0.44
C 0.15 -0.99 0.86
C -0.19 -0.04 -0.20
C -0.38 1.30 -0.10
C -0.92 2.11 -1.20
I -0.42 2.19 1.84
H 0.44 -2.87 -0.28
H 1.95 -1.81 -0.03
H 1.55 -2.83 1.31
H -0.82 -1.13 1.46
H 0.68 -0.51 1.59
H -0.16 -0.22 -1.27
H -1.91 2.47 -1.09
H -0.34 2.99 -1.34
H -0.66 1.55 -1.98
*
```

Values from the calculation:
- Kohn-Sham gap: 0.3487 hartree
- Molar mass: 196.03 g/mol
- LUMO energy: 0.70 eV
- F_max: 0.08022 Eh/bohr
- E_tot: -13429.8667 eV
- Highest occupied orbital energy: -0.323 Eh

Entry 4:
This record from the OMol25 dataset describes a cluster of 12 separate species, C40H49Br6F5N4O8 in total in a non-equilibrium geometry. The level of theory is ωB97M-V/def2-TZVPD.

```
! wB97M-V def2-TZVPD RIJCOSX def2/J DEFGRID3
* xyz 1 2
C -3.63 0.02 2.03
N -3.13 -1.16 2.75
O -1.88 -1.23 2.84
O -3.90 -2.04 3.10
H -3.19 0.87 2.56
H -4.71 0.10 1.96
H -3.11 0.00 1.07
C 5.17 2.85 1.73
N 5.70 3.83 2.74
O 4.91 4.68 3.06
O 6.88 3.79 3.12
H 5.86 2.77 0.89
H 4.19 3.20 1.39
H 5.10 1.86 2.16
C 3.76 -1.65 -4.48
N 2.62 -1.21 -3.68
O 2.59 -0.05 -3.25
O 1.73 -2.04 -3.49
H 3.49 -2.56 -5.01
H 4.56 -1.93 -3.80
H 4.13 -0.82 -5.09
C -1.54 4.63 2.64
N -2.45 3.65 2.08
O -3.59 3.65 2.51
O -1.96 2.71 1.36
H -0.57 4.46 2.18
H -1.55 4.46 3.72
H -1.83 5.67 2.51
Br 2.50 0.82 0.81
C 0.73 0.60 -0.15
C 0.32 -0.87 0.16
Br -1.53 -1.34 -0.33
H 0.87 0.92 -1.19
H -0.09 1.18 0.28
H 0.42 -0.99 1.24
H 0.90 -1.63 -0.35
Br -2.52 -4.35 -3.80
C -3.43 -5.17 -2.20
C -2.96 -4.37 -0.96
Br -3.51 -5.31 0.68
H -3.24 -6.24 -2.13
H -4.48 -5.16 -2.48
H -3.25 -3.32 -1.01
H -1.88 -4.44 -0.89
Br 0.32 -4.69 0.68
C 1.33 -4.59 -1.04
C 2.28 -5.77 -1.08
Br 3.30 -5.69 -2.80
H 1.79 -3.61 -1.14
H 0.59 -4.74 -1.83
H 1.71 -6.69 -1.01
H 2.94 -5.67 -0.22
F 1.50 3.11 2.94
C 1.01 2.60 4.09
C 0.48 1.30 4.10
C -0.04 0.83 5.30
C -0.12 1.66 6.45
C 0.42 2.92 6.43
C 1.00 3.35 5.23
H 0.64 0.73 3.19
H -0.37 -0.19 5.32
H -0.52 1.22 7.35
H 0.44 3.58 7.29
H 1.38 4.36 5.11
F -0.36 1.62 -3.21
C -1.08 0.99 -4.18
C -1.17 -0.39 -4.23
C -1.97 -0.90 -5.28
C -2.69 -0.08 -6.17
C -2.58 1.29 -6.10
C -1.73 1.82 -5.11
H -0.65 -0.98 -3.50
H -2.09 -1.96 -5.46
H -3.28 -0.58 -6.92
H -3.05 1.83 -6.90
H -1.65 2.90 -5.12
F -6.82 -2.97 -4.66
C -6.18 -2.47 -3.59
C -4.95 -1.86 -3.69
C -4.39 -1.37 -2.51
C -5.10 -1.48 -1.32
C -6.25 -2.19 -1.18
C -6.79 -2.69 -2.34
H -4.46 -1.70 -4.64
H -3.46 -0.83 -2.54
H -4.64 -1.07 -0.43
H -6.69 -2.44 -0.22
H -7.59 -3.39 -2.18
F 0.02 4.80 -2.59
C 0.93 5.19 -1.69
C 1.87 6.12 -2.12
C 2.79 6.69 -1.27
C 2.85 6.14 0.03
C 1.98 5.16 0.53
C 1.01 4.69 -0.35
H 1.86 6.57 -3.10
H 3.48 7.50 -1.44
H 3.62 6.50 0.70
H 2.08 4.89 1.57
H 0.37 3.91 0.03
F 5.80 -1.13 2.94
C 4.75 -1.91 3.10
C 3.54 -1.29 3.42
C 2.42 -2.11 3.59
C 2.51 -3.53 3.47
C 3.79 -4.04 3.15
C 4.93 -3.27 3.01
H 3.48 -0.24 3.67
H 1.52 -1.56 3.82
H 1.69 -4.21 3.65
H 3.89 -5.10 2.97
H 5.87 -3.70 2.69
*
```

Values from the calculation:
- Kohn-Sham gap (spin up / spin down): 0.2435 / 0.0849 hartree
- Molar mass: 1288.27 g/mol
- LUMO energy (spin up / spin down): -4.04 / -8.35 eV
- F_max: 0.06707 Eh/bohr
- E_tot: -498436.3508 eV
- Highest occupied orbital energy (spin up / spin down): -0.392 / -0.392 Eh

Entry 5:
This record from the OMol25 dataset describes a cluster of 2 separate species, C3H6O2 in total in a non-equilibrium geometry. The level of theory is ωB97M-V/def2-TZVPD.

```
! wB97M-V def2-TZVPD RIJCOSX def2/J DEFGRID3
* xyz 0 1
C -0.11 1.34 -0.74
C -0.83 1.22 0.36
O -1.47 0.09 0.87
H 0.11 2.31 -1.16
H 0.02 0.55 -1.46
H -1.08 2.08 0.98
H -1.12 0.09 1.76
C 1.09 -1.93 -0.16
O 2.29 -1.93 -0.08
H 0.52 -2.87 -0.20
H 0.58 -0.95 -0.18
*
```

Values from the calculation:
- Kohn-Sham gap: 0.3879 hartree
- Molar mass: 74.08 g/mol
- LUMO energy: 0.67 eV
- F_max: 0.02879 Eh/bohr
- E_tot: -7301.0185 eV
- Highest occupied orbital energy: -0.363 Eh

Entry 6:
This record from the OMol25 dataset describes a structure of composition C13H14Co2NO6 in a non-equilibrium geometry. The level of theory is ωB97M-V/def2-TZVPD.

```
! wB97M-V def2-TZVPD RIJCOSX def2/J DEFGRID3
* xyz 1 1
C -5.77 0.14 -2.16
C -4.48 -0.66 -2.05
C -3.21 0.17 -1.90
C -1.93 -0.72 -1.74
N -0.63 0.09 -1.79
H -6.60 -0.55 -2.16
H -5.91 0.82 -1.32
H -5.83 0.71 -3.09
H -4.53 -1.33 -1.19
H -4.37 -1.31 -2.93
H -3.04 0.79 -2.81
H -3.27 0.88 -1.04
H -2.05 -1.41 -0.86
H -1.74 -1.30 -2.66
H -0.72 1.12 -1.86
H 0.14 -0.40 -2.28
O 5.50 -0.18 -0.03
C 4.86 0.33 0.78
Co 3.92 1.13 2.04
C 5.14 1.58 3.23
O 5.95 1.88 4.00
C 3.96 2.75 1.42
O 4.00 3.83 1.01
C 1.95 1.04 1.28
C 1.24 0.25 0.47
C -0.10 0.10 -0.19
Co 2.04 -0.72 1.83
C 2.78 -1.86 0.75
O 3.30 -2.63 0.06
C 3.54 -0.70 3.04
O 4.09 -1.29 3.89
C 1.09 -1.82 2.89
O 0.54 -2.58 3.60
H 1.46 1.90 1.84
H -0.41 -1.03 -0.22
H -0.93 0.95 0.13
*
```

Values from the calculation:
- Kohn-Sham gap: 0.2334 hartree
- Molar mass: 398.12 g/mol
- LUMO energy: -4.78 eV
- F_max: 0.10902 Eh/bohr
- E_tot: -102723.9370 eV
- Highest occupied orbital energy: -0.409 Eh